Run P
{"formula": "C4H14NO", "method": "ωB97M-V with the def2-TZVPD basis set", "elements": ["N", "H", "H", "H", "H", "C", "H", "C", "C", "C", "H", "O", "H", "H", "H", "H", "H", "H", "H", "H"], "coordinates": [[0.58, 0.59, 0.32], [-1.09, -0.94, -2.04], [0.93, 0.84, 1.25], [0.31, 3.47, 1.88], [-1.63, -1.46, 1.34], [0.78, -1.88, -1.96], [0.17, 2.70, 3.15], [-0.10, -0.64, -1.66], [-0.24, -0.61, -0.05], [-1.66, -0.71, 0.54], [0.29, -1.39, 0.47], [0.43, 2.57, 2.23], [1.83, -1.61, -1.79], [-1.87, 0.21, 1.11], [0.11, 1.47, 0.04], [-2.56, -0.84, -0.06], [0.75, -2.04, -3.03], [0.55, -2.73, -1.33], [0.24, 0.35, -1.94], [1.41, 0.55, -0.28]], "lumo_energy_ev": -3.22, "homo_ha": -0.5684, "charge": 1, "homo_lumo_gap_ev": 12.2}

Run Q
{"formula": "C4H14NO", "method": "ωB97M-V with the def2-TZVPD basis set", "elements": ["H", "C", "H", "H", "H", "C", "H", "H", "H", "N", "H", "H", "H", "H", "O", "H", "H", "H", "C", "C"], "coordinates": [[2.74, -0.99, -0.82], [0.90, 0.20, -0.75], [-0.81, -1.40, -1.96], [0.83, 0.49, -1.79], [2.23, 1.77, -0.27], [1.51, 1.17, 0.28], [-1.53, 0.74, 2.91], [-1.14, -2.13, -0.40], [1.43, -1.70, 0.18], [-0.54, -0.05, -0.31], [-1.09, 0.73, -0.66], [-2.28, -0.94, -1.09], [1.98, 0.66, 1.11], [0.73, 1.85, 0.61], [-1.80, 0.93, 2.00], [1.35, -1.74, -1.59], [-0.85, -0.10, 0.68], [-2.50, 1.55, 2.17], [1.66, -1.14, -0.73], [-1.24, -1.22, -0.99]], "lumo_energy_ev": -3.00, "homo_ha": -0.5929, "charge": 1, "homo_lumo_gap_ev": 13.1}

Stability, lowest: run P

Run P
{"formula": "C4H4NO", "method": "ωB97M-V with the def2-TZVPD basis set", "elements": ["C", "H", "C", "C", "O", "H", "N", "C", "H", "H"], "coordinates": [[-1.46, -0.12, -0.04], [-0.19, -1.94, 0.67], [1.34, 1.18, 0.12], [0.57, -0.02, -0.18], [-2.48, 0.31, 0.22], [1.80, 1.49, -0.75], [-0.15, 1.03, -0.28], [-0.36, -1.19, -0.12], [-0.51, -1.97, -0.84], [1.44, 1.24, 1.19]], "lumo_energy_ev": -5.20, "homo_ha": -0.6208, "charge": 1, "homo_lumo_gap_ev": 11.7}

Run Q
{"formula": "C4H4NO", "method": "ωB97M-V with the def2-TZVPD basis set", "elements": ["N", "O", "C", "H", "C", "H", "H", "C", "C", "H"], "coordinates": [[-1.94, 0.15, -0.90], [-2.99, 0.07, -1.30], [0.46, 0.19, 0.06], [-0.03, -1.21, 1.33], [-0.80, 0.40, -0.76], [0.93, 0.09, 2.15], [1.85, -1.16, 1.07], [0.85, -0.56, 1.20], [0.53, 0.79, -1.08], [1.13, 1.23, -1.79]], "lumo_energy_ev": -6.75, "homo_ha": -0.5512, "smiles": "Cc1cc1=[N+]=O", "charge": 1, "homo_lumo_gap_ev": 8.3}

Run R
{"formula": "C4H4NO", "method": "ωB97M-V with the def2-TZVPD basis set", "elements": ["N", "H", "C", "H", "C", "C", "C", "O", "H", "H"], "coordinates": [[-0.23, 2.68, 1.41], [0.75, -2.11, -0.46], [0.78, -0.15, 0.55], [-1.41, -1.01, -1.76], [0.34, -1.13, -0.33], [-0.12, 0.90, 0.33], [-0.77, -0.59, -1.00], [-1.02, 0.65, -0.58], [1.60, -0.16, 1.24], [-1.03, 3.15, 0.97]], "lumo_energy_ev": [-5.96, -8.28], "homo_ha": [-0.5938, -0.6188], "charge": 1, "homo_lumo_gap_ev": [10.2, 8.6]}

Stability, lowest: run R

Run P
{"formula": "C6H10N", "method": "ωB97M-V with the def2-TZVPD basis set", "elements": ["H", "C", "C", "H", "C", "H", "H", "H", "H", "H", "N", "C", "C", "H", "C", "H", "H"], "coordinates": [[-0.18, -1.87, -1.20], [2.27, 0.44, -0.29], [-1.23, -0.27, -0.04], [0.01, 1.03, 1.01], [-1.02, 1.13, 0.52], [3.29, -0.10, -0.58], [2.55, 1.15, 0.48], [-2.71, -1.60, -0.56], [1.15, -2.23, 1.44], [-0.95, 1.69, -0.37], [0.90, -1.51, 0.78], [-2.49, -0.65, -0.25], [0.01, -1.01, -0.41], [-1.74, 1.54, 1.25], [1.35, -0.61, -0.02], [1.83, 1.03, -1.14], [-3.31, -0.05, 0.08]], "lumo_energy_ev": -5.01, "homo_ha": -0.5080, "smiles": "C=C(C)[C@@H]1[NH+]=C1C", "charge": 1, "homo_lumo_gap_ev": 8.8}

Run Q
{"formula": "C6H10N", "method": "ωB97M-V with the def2-TZVPD basis set", "elements": ["H", "C", "H", "C", "H", "H", "H", "C", "H", "H", "C", "H", "H", "N", "C", "C", "H"], "coordinates": [[-0.49, -2.20, 1.11], [-1.97, -0.55, 0.52], [2.28, -0.97, -1.01], [2.35, 0.09, -0.70], [-3.02, -0.66, 0.84], [2.02, 0.06, 1.51], [2.15, 0.83, -1.59], [-1.16, 0.78, 0.20], [-1.56, 1.76, 0.44], [3.39, 0.24, -0.51], [-0.68, -1.18, 0.85], [-1.53, -0.32, -1.65], [-2.79, 0.52, -0.94], [-1.90, 0.11, -0.80], [1.49, 0.33, 0.57], [0.14, -0.23, 0.53], [1.27, 1.37, 0.61]], "lumo_energy_ev": -3.54, "homo_ha": -0.5171, "smiles": "CCC1=C[C@@H]2[NH2+][C@H]12", "charge": 1, "homo_lumo_gap_ev": 10.5}

Run R
{"formula": "C6H10N", "method": "ωB97M-V with the def2-TZVPD basis set", "elements": ["C", "H", "C", "H", "C", "H", "H", "H", "H", "C", "C", "C", "H", "H", "H", "N", "H"], "coordinates": [[0.23, -0.21, -0.94], [-1.99, -0.19, -0.74], [0.01, 1.63, 1.00], [0.95, -0.77, -0.42], [1.03, 1.09, 1.77], [0.11, -0.03, -2.96], [2.03, 1.39, 2.01], [-0.10, -1.64, -2.42], [-0.29, 2.60, 0.78], [-0.80, 0.31, 1.07], [0.41, -0.14, 1.80], [-1.09, -0.40, -0.24], [1.42, -0.95, -2.56], [-1.67, 0.47, 1.76], [0.70, -0.97, 2.45], [0.41, -0.72, -2.34], [-1.36, -1.48, -0.02]], "lumo_energy_ev": [-5.09, -4.17], "homo_ha": [-0.4241, -0.4831], "charge": 1, "homo_lumo_gap_ev": [6.4, 9.0]}

Run S
{"formula": "C6H10N", "method": "ωB97M-V with the def2-TZVPD basis set", "elements": ["C", "C", "H", "H", "H", "H", "H", "C", "H", "H", "H", "C", "C", "C", "H", "H", "N"], "coordinates": [[-1.75, -1.23, -0.19], [-0.80, -0.08, 0.08], [-2.62, -1.08, -0.81], [2.38, 1.20, -0.45], [-0.49, 1.84, -0.85], [-0.13, 1.15, 2.20], [2.77, -0.75, 0.74], [0.73, 0.06, 0.33], [1.12, 0.57, -1.56], [1.67, -1.77, -0.55], [-2.17, -1.57, 0.88], [1.88, -0.78, 0.08], [-1.01, 1.42, -0.02], [-0.14, 0.86, 1.11], [-1.94, 1.82, 0.35], [-1.20, -2.11, -0.64], [1.71, 0.46, -0.70]], "lumo_energy_ev": -3.29, "homo_ha": -0.5153, "smiles": "C[C@@]12C[C@@H]1[C@@]21C[NH2+]1", "charge": 1, "homo_lumo_gap_ev": 10.7}

Stability, lowest: run R